w) C3H4N2 in the gas phase, computed with the ωB97M-V functional and the def2-TZVPD basis.

XYZ file:
```
9
Properties=species:S:1:pos:R:3:lowdin_charge:R:1
C -0.399 -0.233 0.581 -0.15
C 1.050 -0.422 0.266 -0.17
C -0.721 0.519 -0.665 -0.19
H -0.966 -1.117 0.719 0.10
H -0.555 0.512 1.405 0.14
H 1.701 -0.989 0.965 0.12
H -1.734 0.894 -0.909 0.11
N 1.390 0.146 -0.845 0.01
N 0.234 0.689 -1.516 0.04
```

SMILES   C1=NN=CC1
Kohn-Sham gap   10.997 eV
LUMO energy   0.0263 hartree

x) C3H4N2 in the gas phase, computed with the ωB97M-V functional and the def2-TZVPD basis.

XYZ file:
```
9
Properties=species:S:1:pos:R:3:lowdin_charge:R:1
C 0.689 1.002 -0.004 -0.16
C -0.816 0.764 -0.004 -0.20
C 1.073 -0.426 0.013 -0.17
H 1.106 1.648 -0.825 0.13
H 0.917 1.572 0.968 0.14
H -1.655 1.492 -0.025 0.11
H 2.082 -0.942 -0.185 0.13
N -1.178 -0.444 -0.033 0.01
N 0.018 -1.243 0.038 0.01
```

SMILES   C1=NN=CC1
Kohn-Sham gap   10.773 eV
LUMO energy   0.0200 hartree

It is w) that is the most stable of them.

w) C3H4N2 in the gas phase, computed with the ωB97M-V functional and the def2-TZVPD basis.

XYZ file:
```
9
Properties=species:S:1:pos:R:3:lowdin_charge:R:1
C 0.764 0.960 -0.086 -0.17
C 0.764 -0.219 0.598 -0.12
N -0.411 -0.840 0.256 0.03
C -1.033 -0.042 -0.659 -0.22
N -0.349 1.042 -0.893 0.04
H 1.563 1.664 -0.250 0.09
H 1.466 -0.622 1.305 0.10
H -0.735 -1.662 0.730 0.14
H -2.028 -0.280 -1.000 0.11
```

SMILES   c1c[nH]cn1
Kohn-Sham gap   9.860 eV
LUMO energy   0.0338 hartree

x) C3H4N2 in the gas phase, computed with the ωB97M-V functional and the def2-TZVPD basis.

XYZ file:
```
9
Properties=species:S:1:pos:R:3:lowdin_charge:R:1
C 0.131 -0.692 0.133 -0.20
C -0.995 0.164 0.577 -0.15
C 1.002 0.302 -0.586 -0.12
H 0.506 -1.098 1.111 0.14
H -0.285 -1.374 -0.545 0.09
H -1.991 -0.432 0.807 0.15
H 1.897 0.271 -1.340 0.14
N -0.671 1.396 0.301 -0.03
N 0.405 1.464 -0.458 -0.03
```

SMILES   C1=NN=CC1
Kohn-Sham gap   9.930 eV
LUMO energy   0.0151 hartree

It is w) that is the most stable of them.

w) 2 unconnected molecules or ions with the total composition C5H13N3, computed with the ωB97M-V functional and the def2-TZVPD basis.

XYZ file:
```
21
Properties=species:S:1:pos:R:3:lowdin_charge:R:1
C 1.081 -0.222 1.253 -0.68
C 1.706 -0.215 -0.129 -0.15
C 0.548 -0.460 -1.111 -0.13
C -1.493 0.491 -1.846 -0.07
C -2.455 0.508 -0.757 -0.17
N 0.171 -1.308 1.493 0.06
N -0.326 0.084 1.252 0.02
N 1.925 0.233 2.320 0.10
H -0.269 0.007 -0.324 0.06
H 0.079 -1.491 2.493 0.09
H 2.494 1.019 2.028 0.07
H 1.358 0.534 3.106 0.07
H 2.149 0.771 -0.308 0.11
H 2.497 -0.962 -0.234 0.11
H 0.796 -0.106 -2.106 0.08
H 0.272 -1.511 -1.150 0.09
H -1.489 -0.315 -2.566 0.07
H -1.029 1.413 -2.171 0.07
H -3.209 -0.275 -0.835 0.08
H -2.919 1.486 -0.611 0.08
H -1.886 0.320 0.202 0.05
```

Kohn-Sham gap (alpha / beta)   8.812 / 6.499 eV
LUMO energy (alpha / beta)   0.0259 / -0.0152 hartree

x) A molecular structure, C5H13N3, computed with the ωB97M-V functional and the def2-TZVPD basis.

XYZ file:
```
21
Properties=species:S:1:pos:R:3:lowdin_charge:R:1
C -2.524 1.741 -1.973 -0.10
C 0.259 0.228 -0.243 -0.20
C 0.774 -0.754 0.583 -0.76
C 2.089 -1.370 0.277 -0.14
C 1.078 0.043 2.026 -0.08
H -2.474 2.063 -0.734 0.12
H -2.324 2.599 -2.717 0.06
H -3.580 0.999 -2.384 0.14
H -0.418 1.679 -1.668 0.06
H 0.599 1.456 -0.571 0.19
H 2.642 -0.381 -0.603 0.16
H 3.029 -1.352 1.454 0.17
H 2.026 -2.776 -0.310 0.19
H 2.119 0.465 1.888 0.07
H 1.132 -0.968 2.574 0.07
H -0.017 0.394 2.371 0.11
H -1.001 -1.839 0.055 0.12
H -1.048 -1.260 1.601 0.10
N -1.150 0.928 -1.794 -0.23
N -0.911 0.001 -0.838 -0.04
N -0.299 -1.896 1.007 -0.01
```

Kohn-Sham gap   8.860 eV
LUMO energy   0.0234 hartree

y) A molecular structure, C5H13N3, computed with the ωB97M-V functional and the def2-TZVPD basis.

XYZ file:
```
21
Properties=species:S:1:pos:R:3:lowdin_charge:R:1
C 0.353 -0.303 -0.071 -0.57
C -0.332 0.898 0.288 -0.03
C 0.868 0.613 -1.777 -0.17
C 1.621 -0.657 0.671 -0.05
N -0.505 -1.364 -0.367 0.06
N 0.364 -0.147 -2.833 -0.02
C -2.063 0.721 2.621 -0.20
N -1.668 0.170 1.575 -0.03
H -0.065 -2.275 -0.338 0.08
H -1.334 -1.301 0.244 0.06
H -0.615 0.031 -3.023 0.08
H 0.499 -1.145 -2.683 0.07
H 0.251 1.708 0.719 0.11
H -1.200 1.158 -0.302 0.09
H 0.622 1.664 -1.896 0.09
H 1.941 0.501 -1.649 0.08
H 2.197 -1.396 0.109 0.08
H 2.247 0.221 0.824 0.08
H 1.373 -1.069 1.652 0.08
H -1.629 1.646 3.050 0.05
H -2.926 0.327 3.186 0.05
```

Kohn-Sham gap   7.998 eV
LUMO energy   0.0355 hartree

It is y) that is the most stable of them.

w) CH4O2S in the gas phase, computed with the ωB97M-V functional and the def2-TZVPD basis.

XYZ file:
```
8
Properties=species:S:1:pos:R:3:lowdin_charge:R:1
C -0.166 -0.302 0.143 -0.16
O -1.260 1.289 -2.083 -0.51
O -1.642 1.780 0.829 -0.39
S -0.829 1.309 -0.243 0.87
H 0.187 -0.702 -0.784 0.07
H 0.509 0.018 0.820 0.02
H -0.887 -0.973 0.491 0.06
H 0.314 1.996 -0.167 0.05
```

SMILES   C[SH](=O)=O
Kohn-Sham gap   10.497 eV
LUMO energy   0.0123 hartree

x) 2 unconnected molecules or ions with the total composition CH4O2S, computed with the ωB97M-V functional and the def2-TZVPD basis.

XYZ file:
```
8
Properties=species:S:1:pos:R:3:lowdin_charge:R:1
S 6.380 -2.236 -0.396 0.42
H 6.779 -0.955 -0.493 -0.24
H 5.736 -1.797 0.775 -0.18
O -3.405 1.117 1.285 0.06
C -3.422 0.852 0.121 -0.41
O -4.448 1.091 -0.715 0.06
H -2.474 0.364 -0.349 0.16
H -5.145 1.564 -0.227 0.12
```

SMILES   O=CO.S
Kohn-Sham gap   10.628 eV
LUMO energy   0.0301 hartree

y) A molecular structure, CH4O2S, computed with the ωB97M-V functional and the def2-TZVPD basis.

XYZ file:
```
8
Properties=species:S:1:pos:R:3:lowdin_charge:R:1
C 1.350 -0.392 -0.164 0.09
O -2.333 1.021 0.411 -0.46
O -0.301 -0.791 0.532 -0.66
S -1.647 -0.495 -0.052 0.83
H 1.191 0.447 -0.681 -0.01
H 1.803 -1.326 -0.726 0.11
H 1.887 -0.204 0.820 0.08
H -1.951 1.740 -0.141 0.03
```

Kohn-Sham gap   8.255 eV
LUMO energy   0.0112 hartree

It is x) that is the most stable of them.